(1)
{"formula": "C41H41BCl3N13O3S3V", "method": "ωB97M-V with the def2-TZVPD basis set", "elements": ["V", "C", "C", "C", "C", "N", "N", "B", "N", "C", "C", "C", "C", "N", "N", "C", "C", "C", "C", "N", "N", "C", "C", "C", "C", "N", "H", "H", "H", "H", "H", "H", "H", "H", "H", "H", "H", "H", "H", "H", "H", "H", "H", "H", "H", "H", "N", "C", "C", "C", "C", "C", "C", "S", "O", "O", "N", "C", "S", "C", "C", "N", "H", "H", "H", "H", "H", "H", "H", "H", "Cl", "C", "C", "C", "C", "C", "C", "N", "C", "C", "N", "C", "O", "C", "C", "C", "Cl", "S", "C", "C", "C", "Cl", "C", "H", "H", "H", "H", "H", "H", "H", "H", "H", "H", "H", "H", "H"], "positions_angstrom": [[-0.544, 1.286, 0.102], [-0.952, 2.326, -3.499], [-2.055, 2.040, -2.536], [-3.425, 2.050, -2.801], [-4.049, 1.860, -1.586], [-3.106, 1.727, -0.635], [-1.878, 1.827, -1.225], [-3.173, 2.095, 0.885], [-2.459, 0.996, 1.770], [-2.935, 0.412, 2.889], [-1.885, 0.172, 3.748], [-0.740, 0.647, 3.099], [0.634, 0.842, 3.623], [-1.106, 1.095, 1.898], [-2.251, 3.355, 0.993], [-2.556, 4.642, 1.229], [-1.414, 5.395, 1.064], [-0.411, 4.488, 0.702], [1.025, 4.773, 0.421], [-0.933, 3.258, 0.663], [-4.540, 2.363, 1.421], [-4.813, 2.856, 2.665], [-6.169, 2.908, 2.802], [-6.683, 2.413, 1.576], [-8.110, 2.260, 1.169], [-5.696, 2.087, 0.763], [-0.564, 1.420, -3.971], [-0.141, 2.864, -3.009], [-1.341, 2.953, -4.298], [-3.892, 2.205, -3.758], [-5.088, 1.855, -1.301], [-3.991, 0.236, 3.011], [-1.923, -0.268, 4.729], [0.871, 0.118, 4.386], [0.696, 1.838, 4.069], [1.376, 0.753, 2.837], [-3.557, 4.945, 1.487], [-1.313, 6.459, 1.187], [1.178, 5.846, 0.337], [1.349, 4.300, -0.506], [1.657, 4.407, 1.232], [-4.024, 3.133, 3.348], [-6.730, 3.247, 3.656], [-8.774, 2.499, 1.997], [-8.309, 1.241, 0.840], [-8.344, 2.924, 0.337], [-2.278, -4.322, 6.152], [-1.439, -3.847, 5.203], [-0.197, -3.287, 5.557], [0.663, -2.824, 4.588], [0.306, -2.904, 3.245], [-0.930, -3.438, 2.877], [-1.797, -3.893, 3.840], [1.444, -2.413, 2.007], [2.579, -1.801, 2.618], [1.653, -3.510, 1.097], [0.653, -1.199, 1.152], [0.079, -1.509, 0.039], [0.084, -3.085, -0.774], [-0.878, -2.411, -2.025], [-1.126, -1.088, -1.832], [-0.592, -0.566, -0.696], [-2.002, -4.345, 7.117], [-3.130, -4.789, 5.898], [0.090, -3.244, 6.600], [1.633, -2.426, 4.858], [-1.204, -3.506, 1.831], [-2.752, -4.316, 3.556], [-1.209, -3.012, -2.857], [-1.701, -0.456, -2.492], [6.853, -3.299, 1.261], [6.004, -2.549, -0.034], [4.625, -2.655, -0.108], [3.967, -2.053, -1.167], [4.644, -1.344, -2.154], [3.842, -0.679, -3.253], [3.809, 0.848, -3.011], [3.016, 1.187, -1.835], [3.509, 1.519, -0.596], [2.440, 1.694, 0.219], [1.290, 1.470, -0.516], [1.688, 1.153, -1.750], [4.369, -0.900, -4.530], [3.469, -1.412, -5.498], [2.971, -2.805, -5.224], [3.756, -3.857, -4.833], [5.440, -3.854, -4.560], [2.866, -5.323, -4.697], [1.429, -4.544, -5.186], [1.623, -3.218, -5.421], [6.032, -1.231, -2.038], [6.960, -0.316, -3.174], [6.709, -1.836, -0.992], [4.069, -3.201, 0.641], [2.889, -2.158, -1.238], [2.817, -1.071, -3.191], [3.416, 1.358, -3.891], [4.824, 1.196, -2.843], [4.564, 1.607, -0.404], [2.420, 1.966, 1.259], [1.042, 0.899, -2.571], [4.034, -1.400, -6.430], [2.611, -0.737, -5.622], [0.522, -5.116, -5.306], [0.839, -2.551, -5.756], [7.784, -1.745, -0.921]], "forces_ev_per_angstrom": [[0.8, -1.2, -0.7], [0.0, -0.1, 0.1], [-0.2, 0.2, -0.1], [0.1, -0.1, 0.0], [0.1, 0.0, 0.0], [-0.5, -0.1, 0.1], [-0.4, 0.0, -0.5], [-0.4, 0.4, 0.0], [-0.4, -0.1, -0.2], [0.1, 0.0, -0.1], [0.3, 0.0, 0.0], [0.0, -0.1, 0.6], [0.0, 0.0, -0.2], [-0.2, -0.5, 0.4], [-0.1, 0.0, 0.2], [0.1, 0.0, -0.1], [0.1, 0.0, 0.0], [0.0, 0.1, 0.1], [-0.1, -0.1, 0.0], [0.1, 0.4, 0.1], [0.2, 0.1, 0.1], [0.0, 0.0, 0.0], [-0.1, 0.0, 0.0], [0.2, 0.0, 0.1], [0.0, 0.0, -0.1], [-0.1, -0.1, -0.2], [0.0, 0.0, 0.0], [0.0, 0.0, -0.1], [0.0, 0.0, 0.0], [0.0, 0.0, 0.0], [0.0, 0.0, 0.0], [0.0, 0.1, 0.0], [0.0, 0.0, 0.0], [0.0, -0.2, 0.2], [0.0, 0.0, 0.0], [0.1, -0.1, -0.1], [0.0, -0.1, 0.0], [0.0, 0.0, 0.0], [0.0, 0.0, 0.0], [0.0, 0.0, 0.0], [0.0, 0.0, 0.0], [0.0, 0.0, 0.0], [0.0, 0.0, 0.0], [0.0, 0.0, 0.0], [0.0, 0.0, 0.0], [0.0, 0.0, 0.0], [-0.1, 0.0, 0.1], [0.2, 0.1, -0.1], [-0.2, -0.1, 0.0], [0.1, 0.1, -0.1], [0.0, 0.3, -0.3], [0.1, 0.0, 0.0], [0.0, 0.0, 0.1], [0.0, 0.1, 0.4], [0.0, 0.3, 0.1], [0.0, -0.1, 0.0], [-0.1, 0.2, 0.3], [0.5, -1.0, -0.3], [-0.1, 0.0, -0.1], [-0.3, 1.0, -0.1], [-0.5, -1.0, -1.1], [0.0, 1.5, 1.6], [0.0, 0.0, 0.0], [0.0, 0.0, 0.0], [0.0, 0.0, 0.0], [0.0, 0.0, 0.0], [0.0, -0.1, 0.0], [0.0, 0.0, 0.0], [0.0, 0.0, 0.0], [0.0, -0.1, 0.1], [0.1, 0.0, 0.1], [-0.2, 0.1, -0.1], [0.0, 0.0, 0.0], [0.0, 0.0, 0.0], [0.0, 0.0, -0.1], [0.0, 0.0, 0.3], [0.2, -0.2, -0.5], [-0.5, 0.1, 0.1], [0.0, 0.1, 0.3], [0.3, 0.2, 0.2], [0.2, 0.1, 0.0], [0.5, -0.2, -0.3], [0.2, 0.1, 0.1], [-0.1, -0.1, -0.2], [0.3, 0.0, 0.2], [-0.3, -0.1, -0.1], [0.1, 0.0, 0.1], [0.2, 0.2, 0.0], [-0.1, 0.0, 0.0], [-0.1, 0.0, 0.0], [-0.2, -0.1, 0.2], [0.1, 0.0, -0.1], [0.1, 0.0, 0.0], [0.1, 0.0, 0.0], [0.0, 0.0, 0.0], [0.0, 0.0, 0.0], [-0.1, 0.0, 0.1], [0.0, 0.1, 0.0], [0.0, -0.1, 0.0], [0.0, 0.0, 0.0], [0.0, -0.1, 0.0], [0.0, 0.1, 0.0], [0.0, 0.0, 0.0], [0.0, 0.0, 0.0], [0.0, 0.0, 0.0], [0.0, 0.0, 0.0]], "homo_ha": [-0.4543, -0.4543], "charge": 2, "gap_ev": [4.28, 4.35], "largest_force_ev_per_a": 2.2, "spin_multiplicity": 2, "e_tot_ha": -6068.140320}

=====

(2)
{"formula": "C5H10O2", "method": "ωB97M-V with the def2-TZVPD basis set", "elements": ["C", "C", "O", "C", "C", "C", "O", "H", "H", "H", "H", "H", "H", "H", "H", "H", "H"], "positions_angstrom": [[-0.983, -0.232, -2.198], [-0.658, 0.719, -1.062], [-0.807, 0.030, 0.177], [0.232, 0.303, 1.096], [0.151, -0.706, 2.232], [1.547, 0.113, 0.352], [2.454, 0.905, 0.307], [-2.055, -0.432, -2.260], [-0.649, 0.182, -3.155], [-0.464, -1.183, -2.034], [0.373, 1.077, -1.181], [-1.291, 1.616, -1.074], [0.181, 1.334, 1.478], [0.980, -0.552, 2.930], [-0.790, -0.606, 2.778], [0.209, -1.723, 1.830], [1.568, -0.847, -0.217]], "forces_ev_per_angstrom": [[-0.1, 0.0, 0.0], [0.0, 0.1, -0.2], [0.0, 0.0, 0.0], [0.2, 0.1, 0.2], [0.0, 0.0, 0.0], [0.3, 0.2, 0.0], [-0.3, -0.4, 0.2], [0.1, 0.0, 0.0], [-0.1, 0.0, 0.1], [-0.1, 0.2, -0.1], [-0.2, 0.0, 0.0], [0.0, -0.2, 0.0], [0.0, -0.1, -0.1], [-0.1, 0.0, -0.1], [0.1, 0.0, -0.1], [0.0, 0.1, 0.1], [0.2, 0.1, 0.1]], "homo_ha": -0.3575, "gap_ev": 10.73, "smiles": "CCO[C@@H](C)C=O", "largest_force_ev_per_a": 0.5, "e_tot_ha": -346.958509}

=====

(3)
{"formula": "C20H32ClN3O2S", "method": "ωB97M-V with the def2-TZVPD basis set", "elements": ["C", "C", "C", "C", "C", "C", "N", "C", "O", "C", "C", "C", "C", "C", "C", "C", "Cl", "C", "N", "C", "C", "C", "S", "N", "O", "C", "C", "H", "H", "H", "H", "H", "H", "H", "H", "H", "H", "H", "H", "H", "H", "H", "H", "H", "H", "H", "H", "H", "H", "H", "H", "H", "H", "H", "H", "H", "H", "H", "H"], "positions_angstrom": [[0.741, -4.122, -3.037], [-0.237, -3.105, -2.464], [0.425, -2.140, -1.489], [-0.544, -1.118, -0.909], [0.123, -0.151, 0.061], [-0.860, 0.858, 0.628], [-0.199, 1.755, 1.562], [-0.756, 2.931, 1.933], [-1.773, 3.371, 1.431], [-0.013, 3.650, 3.069], [-0.729, 3.275, 4.354], [-2.032, 3.707, 4.563], [-2.722, 3.360, 5.719], [-4.134, 3.834, 5.932], [-2.087, 2.566, 6.670], [-0.790, 2.139, 6.452], [-0.005, 1.149, 7.650], [-0.098, 2.484, 5.304], [0.009, 5.087, 2.867], [0.649, 5.744, 4.004], [0.988, 7.219, 3.797], [2.416, 7.470, 3.315], [2.709, 7.163, 1.584], [1.850, 8.149, 0.816], [4.141, 7.070, 1.369], [2.026, 5.515, 1.381], [0.501, 5.481, 1.551], [0.250, -4.804, -3.732], [1.552, -3.625, -3.573], [1.190, -4.722, -2.243], [-0.696, -2.534, -3.277], [-1.055, -3.623, -1.955], [0.886, -2.708, -0.673], [1.244, -1.617, -1.996], [-1.005, -0.551, -1.724], [-1.360, -1.640, -0.398], [0.578, -0.719, 0.881], [0.935, 0.380, -0.444], [-1.293, 1.468, -0.165], [-1.690, 0.345, 1.125], [0.587, 1.408, 2.086], [1.013, 3.238, 3.127], [-2.504, 4.317, 3.801], [-4.542, 3.457, 6.868], [-4.177, 4.924, 5.957], [-4.779, 3.501, 5.118], [-2.599, 2.280, 7.580], [0.921, 2.146, 5.163], [-0.027, 5.649, 4.853], [1.576, 5.214, 4.296], [0.268, 7.701, 3.134], [0.898, 7.715, 4.764], [2.710, 8.513, 3.438], [3.128, 6.840, 3.853], [2.339, 8.543, 0.022], [2.325, 5.248, 0.367], [2.554, 4.855, 2.074], [0.080, 4.798, 0.819], [0.105, 6.463, 1.295]], "forces_ev_per_angstrom": [[0.0, 0.0, 0.0], [0.0, 0.0, 0.0], [0.0, 0.0, 0.0], [0.0, 0.0, 0.0], [0.0, 0.0, 0.0], [0.0, 0.0, 0.0], [0.0, 0.0, 0.0], [0.0, 0.0, 0.0], [0.0, 0.0, 0.0], [0.0, 0.0, 0.0], [0.0, 0.0, 0.0], [0.0, 0.0, 0.0], [0.0, 0.0, 0.0], [0.0, 0.0, 0.0], [0.0, 0.0, 0.0], [0.0, 0.0, 0.0], [0.0, 0.0, 0.0], [0.0, 0.0, 0.0], [0.0, 0.0, -0.1], [0.0, 0.0, 0.0], [0.0, 0.0, 0.0], [-0.1, -0.1, 0.0], [0.0, -0.1, 0.0], [0.0, 0.2, 0.1], [0.0, 0.0, 0.0], [0.1, 0.0, 0.1], [0.0, 0.1, 0.0], [0.0, 0.0, 0.0], [0.0, 0.0, 0.0], [0.0, 0.0, 0.0], [0.0, 0.0, 0.0], [0.0, 0.0, 0.0], [0.0, 0.0, 0.0], [0.0, 0.0, 0.0], [0.0, 0.0, 0.0], [0.0, 0.0, 0.0], [0.0, 0.0, 0.0], [0.0, 0.0, 0.0], [0.0, 0.0, 0.0], [0.0, 0.0, 0.0], [0.0, 0.0, 0.0], [0.0, 0.0, 0.0], [0.0, 0.0, 0.0], [0.0, 0.0, 0.0], [0.0, 0.0, 0.0], [0.0, 0.0, 0.0], [0.0, 0.0, 0.0], [0.0, 0.0, 0.0], [0.0, 0.0, 0.0], [0.0, 0.0, 0.0], [0.0, 0.0, 0.0], [0.0, 0.0, 0.0], [0.0, 0.0, 0.0], [0.0, 0.0, 0.0], [0.0, -0.1, -0.1], [0.0, 0.0, 0.0], [0.0, 0.0, 0.0], [0.0, 0.0, 0.0], [0.0, 0.0, 0.0]], "homo_ha": -0.3284, "gap_ev": 9.37, "smiles": "CCCCCCNC(=O)[C@H](c1cc(C)cc(Cl)c1)N1CCC[S@@](=N)(=O)CC1", "largest_force_ev_per_a": 0.2, "e_tot_ha": -1954.398869}

=====

(4)
{"formula": "CH2N2O3S", "method": "ωB97M-V with the def2-TZVPD basis set", "elements": ["C", "N", "N", "O", "O", "O", "S", "H", "H"], "positions_angstrom": [[1.376, 0.267, 0.320], [0.911, -1.070, 0.194], [0.410, -1.779, -0.646], [2.051, 0.649, -0.622], [0.194, -2.903, -0.961], [-1.919, 0.223, 0.279], [-2.707, 1.508, 0.409], [1.321, 0.780, 1.212], [-1.636, 2.325, -0.184]], "forces_ev_per_angstrom": [[1.4, -2.1, -5.8], [0.0, -1.7, 2.6], [-0.6, 2.8, -1.2], [-0.6, 0.7, 1.3], [0.6, -0.4, 0.9], [-0.7, -0.3, 0.4], [2.7, 0.6, -1.3], [-0.8, 0.6, 2.2], [-1.9, -0.2, 0.9]], "homo_ha": [-0.3639, -0.3215], "gap_ev": [9.07, 7.09], "largest_force_ev_per_a": 6.3, "e_tot_ha": -772.507267}

=====

(5)
{"formula": "C3H5N5", "method": "ωB97M-V with the def2-TZVPD basis set", "elements": ["H", "N", "C", "C", "N", "N", "C", "N", "N", "H", "H", "H", "H"], "positions_angstrom": [[2.955, 1.799, 0.983], [2.732, 1.181, 0.139], [1.501, 0.789, 0.137], [1.147, -0.029, -1.020], [-0.044, -0.562, -1.020], [-0.787, -0.301, 0.097], [-2.017, -0.980, 0.048], [-0.564, 0.610, 1.083], [0.509, 1.325, 1.058], [1.675, -0.211, -1.878], [-2.911, -0.445, -0.572], [-2.404, -1.037, 1.133], [-1.791, -2.139, -0.187]], "forces_ev_per_angstrom": [[-0.6, -0.9, -1.4], [-0.6, 0.4, 1.9], [2.7, 2.3, -0.7], [-4.3, -0.3, 2.6], [1.4, 1.0, 0.4], [1.0, 0.5, 0.0], [-3.4, -2.4, 1.7], [0.5, 0.7, -1.3], [-0.6, -3.0, -0.9], [1.8, -0.1, -1.6], [2.5, -1.5, 1.0], [0.5, 0.3, -1.7], [-0.8, 2.9, -0.1]], "homo_ha": -0.3332, "gap_ev": 8.97, "smiles": "[H]/N=c1/cnn(C)nn1", "largest_force_ev_per_a": 5.1, "e_tot_ha": -390.956506}

=====

(6)
{"formula": "C18H26ClN3O3", "method": "ωB97M-V with the def2-TZVPD basis set", "elements": ["C", "C", "C", "O", "C", "C", "C", "N", "C", "O", "C", "N", "C", "C", "N", "C", "C", "C", "C", "C", "C", "C", "Cl", "C", "O", "H", "H", "H", "H", "H", "H", "H", "H", "H", "H", "H", "H", "H", "H", "H", "H", "H", "H", "H", "H", "H", "H", "H", "H", "H", "H"], "positions_angstrom": [[-3.516, -3.051, -0.204], [-2.032, -3.008, -0.576], [-1.845, -2.755, -2.074], [-1.278, -2.109, 0.222], [-1.633, -0.739, 0.186], [-2.216, -0.282, 1.529], [-2.863, 1.099, 1.423], [-1.935, 2.110, 0.975], [-1.941, 2.583, -0.280], [-2.760, 2.293, -1.130], [-0.792, 3.573, -0.541], [0.484, 2.899, -0.564], [1.252, 2.707, -1.773], [2.516, 1.996, -1.266], [2.410, 2.116, 0.172], [3.281, 1.375, 1.054], [3.094, -0.111, 0.877], [1.945, -0.712, 1.381], [1.688, -2.056, 1.181], [2.592, -2.826, 0.469], [3.743, -2.254, -0.041], [3.982, -0.903, 0.158], [5.428, -0.218, -0.521], [1.170, 2.534, 0.551], [0.749, 2.593, 1.696], [-4.007, -3.843, -0.762], [-3.630, -3.251, 0.859], [-4.005, -2.109, -0.440], [-1.579, -3.976, -0.327], [-2.265, -3.581, -2.641], [-2.340, -1.838, -2.385], [-0.785, -2.674, -2.303], [-0.717, -0.175, -0.030], [-2.350, -0.529, -0.612], [-2.970, -0.999, 1.853], [-1.422, -0.267, 2.278], [-3.680, 1.077, 0.697], [-3.260, 1.395, 2.399], [-1.126, 2.315, 1.559], [-0.953, 4.055, -1.506], [-0.789, 4.328, 0.252], [1.487, 3.674, -2.236], [0.693, 2.103, -2.494], [2.536, 0.941, -1.567], [3.436, 2.472, -1.618], [4.315, 1.667, 0.854], [3.008, 1.669, 2.071], [1.248, -0.100, 1.934], [0.778, -2.492, 1.558], [2.401, -3.876, 0.304], [4.453, -2.844, -0.599]], "forces_ev_per_angstrom": [[0.4, 0.0, 0.1], [-0.2, -0.2, -0.3], [0.1, 0.0, 0.4], [0.1, 0.0, 0.2], [-0.1, 0.1, 0.2], [0.0, 0.1, -0.4], [-0.1, -0.3, 0.1], [0.1, -0.1, 0.5], [0.3, 0.5, 0.0], [-0.2, -0.1, -0.4], [-0.2, -0.1, 0.2], [-0.1, -0.1, -0.1], [0.0, 0.1, -0.3], [0.2, -0.1, -0.2], [0.2, 0.1, -0.1], [-0.1, 0.1, 0.2], [0.2, 0.0, -0.1], [0.1, -0.1, 0.0], [0.0, 0.0, 0.0], [0.1, 0.0, 0.0], [0.0, 0.0, 0.0], [-0.2, -0.1, 0.2], [0.2, 0.0, -0.1], [0.1, 0.1, -0.2], [-0.1, 0.1, 0.6], [-0.1, -0.1, -0.1], [-0.1, 0.0, 0.1], [-0.1, 0.1, 0.0], [-0.1, 0.1, -0.1], [-0.1, -0.1, -0.1], [-0.1, 0.1, -0.1], [0.1, 0.0, -0.1], [-0.1, 0.0, -0.1], [0.0, 0.0, 0.0], [0.0, -0.1, 0.0], [0.0, -0.1, 0.1], [0.0, 0.0, 0.2], [-0.1, 0.0, -0.1], [-0.1, 0.1, -0.2], [0.0, -0.1, 0.1], [0.0, 0.0, -0.1], [0.0, -0.1, 0.0], [0.1, 0.1, 0.0], [0.0, 0.1, 0.0], [-0.1, -0.1, -0.1], [-0.1, 0.0, 0.1], [0.1, 0.0, -0.1], [-0.1, 0.1, 0.1], [-0.1, 0.0, 0.0], [0.0, -0.1, 0.0], [0.1, 0.0, 0.0]], "homo_ha": -0.3241, "gap_ev": 9.49, "smiles": "CC(C)OCCCNC(=O)CN1CCN(Cc2ccccc2Cl)C1=O", "largest_force_ev_per_a": 0.6, "e_tot_ha": -1551.732217}